This record from the OMol25 dataset describes 2 unconnected molecules or ions with the total composition C5H16NOS in a non-equilibrium geometry. The level of theory is the ωB97M-V functional and the def2-TZVPD basis.

**HOMO energy**: -12.28 eV
**Net charge**: +1
**Kohn-Sham gap**: 0.3366 Ha
**Lowest unoccupied orbital energy**: -3.1 eV
**Max |F|**: 3.37 eV/A

Each line ends with the Löwdin charge.
Atoms and positions in Å:
C (0.07, -2.56, 0.63)  -0.0392
C (-0.99, -1.47, 0.44)  -0.3225
C (-0.89, -0.41, 1.64)  -0.1968
C (-0.34, 0.95, 1.32)  -0.4892
S (1.39, 0.92, 0.76)  0.8542
C (1.84, 2.40, -0.14)  -0.4154
N (-0.90, -0.87, -0.94)  0.1775
H (-0.05, -3.26, -0.20)  0.0869
H (-0.08, -3.17, 1.53)  0.1051
H (1.06, -2.15, 0.63)  0.0683
H (-2.01, -1.84, 0.53)  0.1426
H (-1.95, -0.18, 1.89)  0.1235
H (-0.60, -1.04, 2.48)  0.1246
H (-0.95, 1.65, 0.72)  0.0981
H (-0.29, 1.46, 2.29)  0.0792
H (2.37, 3.29, 0.22)  0.0613
H (0.98, 2.84, -0.67)  0.0389
H (2.31, 1.94, -1.03)  0.0131
H (-1.47, -0.06, -1.17)  0.1559
H (0.07, -0.47, -1.00)  0.0958
H (-0.94, -1.52, -1.73)  0.1706
H (1.19, 1.06, -2.44)  0.0440
H (-0.05, 1.37, -3.33)  0.0772
O (0.23, 1.08, -2.45)  -0.0536

---

This record from the OMol25 dataset describes a gas-phase ion, C28H43IN6O4P3S (charge +1) in a non-equilibrium geometry. The level of theory is the ωB97M-V functional and the def2-TZVPD basis.

**HOMO energy**: -10.55 eV
**SMILES**: C#C[C@]1(P(C)O)[N@H+](CCCNCc2ccccc2O)[C@@](I)(N=C(C)C)[C@@H](Cc2ccccc2C)N([PH2]=N)[C@]1(N)P(O)(O)=S
**Net charge**: +1
**Kohn-Sham gap**: 0.2532 Ha
**Lowest unoccupied orbital energy**: -3.7 eV
**Max |F|**: 4.91 eV/A

Each line ends with the Löwdin charge.
Atoms and positions in Å:
C (-0.62, 3.88, -1.30)  0.1041
C (-0.51, 2.85, -0.63)  -0.1659
C (-0.20, 1.50, 0.13)  -0.3964
P (0.92, 2.12, 1.56)  1.0068
C (0.06, 3.16, 2.84)  -0.2518
O (2.02, 3.32, 0.95)  -0.3084
N (0.66, 0.54, -0.70)  -0.0728
C (2.04, 0.96, -1.01)  -0.1960
C (3.26, 0.53, -0.10)  -0.1436
C (3.03, -0.45, 1.11)  -0.2687
N (3.89, 0.01, 2.26)  -0.0722
C (3.42, -0.66, 3.54)  -0.1641
C (2.89, 0.43, 4.58)  -0.1051
C (1.54, 0.25, 5.27)  -0.0302
C (1.07, 1.31, 6.22)  -0.0963
C (1.85, 2.55, 6.57)  -0.0682
C (3.17, 2.75, 5.89)  -0.0023
C (3.64, 1.69, 4.93)  -0.2300
O (4.88, 1.93, 4.28)  -0.0376
C (-0.05, -0.08, -1.91)  -0.5962
I (0.06, 1.19, -3.73)  1.0983
N (0.64, -1.38, -2.14)  0.0363
C (1.05, -1.62, -3.36)  -0.3712
C (0.19, -2.25, -4.55)  -0.0580
C (2.58, -1.47, -3.83)  -0.0509
C (-1.58, -0.50, -1.63)  -0.3001
C (-1.85, -2.02, -1.24)  -0.1111
C (-2.11, -3.05, -2.37)  -0.1571
C (-1.23, -4.30, -2.39)  -0.0529
C (-1.37, -5.41, -3.38)  -0.0928
C (-2.40, -5.35, -4.46)  -0.0547
C (-3.30, -4.12, -4.48)  -0.0209
C (-3.15, -3.01, -3.45)  -0.1965
C (-4.16, -1.82, -3.54)  -0.0827
N (-2.29, 0.34, -0.62)  -0.2422
P (-3.46, 1.30, -1.44)  0.7024
N (-2.98, 2.24, -2.64)  -0.3168
C (-1.55, 0.75, 0.56)  -0.5271
N (-1.28, -0.39, 1.51)  0.0825
P (-2.77, 1.69, 1.70)  0.4042
O (-2.38, 1.46, 3.36)  -0.3002
O (-3.03, 3.29, 1.29)  -0.2576
S (-4.53, 0.80, 1.77)  0.2946
H (-1.11, 4.83, -1.63)  0.0924
H (0.77, 3.97, 3.25)  0.0776
H (-0.86, 3.72, 2.53)  0.0301
H (-0.10, 2.49, 3.76)  0.0343
H (2.64, 3.47, 1.70)  0.0616
H (0.73, -0.30, -0.09)  0.1419
H (2.04, 2.08, -1.24)  0.1327
H (2.36, 0.53, -2.02)  0.0853
H (4.14, 0.11, -0.69)  0.1313
H (3.69, 1.50, 0.34)  0.1105
H (1.97, -0.51, 1.53)  0.0617
H (3.33, -1.52, 0.86)  0.1333
H (3.58, 0.99, 2.39)  0.0523
H (4.31, -1.20, 3.97)  0.1228
H (2.60, -1.42, 3.36)  0.1100
H (0.91, -0.67, 5.07)  0.1007
H (0.07, 1.16, 6.73)  0.0966
H (1.46, 3.33, 7.28)  0.1002
H (3.82, 3.66, 6.05)  0.1177
H (5.60, 1.46, 4.75)  0.1197
H (-0.85, -1.77, -4.52)  0.0641
H (0.61, -1.95, -5.57)  0.0949
H (0.16, -3.38, -4.51)  0.0895
H (3.25, -1.34, -2.93)  0.0735
H (2.88, -2.33, -4.51)  0.0960
H (2.65, -0.51, -4.44)  0.0762
H (-2.12, -0.33, -2.62)  0.0728
H (-1.06, -2.48, -0.55)  0.1076
H (-2.79, -2.01, -0.59)  0.1434
H (-0.45, -4.40, -1.57)  0.1051
H (-0.68, -6.31, -3.29)  0.1020
H (-2.53, -6.18, -5.21)  0.0992
H (-4.08, -4.09, -5.29)  0.1038
H (-4.99, -2.12, -4.26)  0.0909
H (-3.66, -0.90, -3.97)  0.0718
H (-4.65, -1.66, -2.54)  0.0750
H (-4.42, 0.40, -2.02)  0.0218
H (-4.26, 2.18, -0.63)  0.0044
H (-3.40, 1.93, -3.53)  -0.0290
H (-0.68, -0.07, 2.29)  0.0670
H (-0.78, -1.16, 1.07)  0.0683
H (-3.11, 1.97, 3.80)  0.0687
H (-3.06, 3.87, 2.09)  0.0903

---

This record from the OMol25 dataset describes a molecular structure, C9H15AlN in a non-equilibrium geometry. The level of theory is the ωB97M-V functional and the def2-TZVPD basis.

**HOMO energy**: -4.65 eV
**Net charge**: -1
**Kohn-Sham gap**: 0.2742 Ha
**Lowest unoccupied orbital energy**: 2.8 eV
**Max |F|**: 7.46 eV/A

Each line ends with the Löwdin charge.
Atoms and positions in Å:
C (0.36, 0.91, 1.24)  -0.1160
C (-0.46, 1.81, 0.71)  -0.2445
Al (-2.13, 2.80, -0.06)  0.1279
C (-3.52, 2.92, 1.46)  -0.3327
C (-4.51, 1.65, 1.34)  -0.2671
C (-4.13, 0.45, 0.65)  -0.1134
H (0.89, -0.04, 1.63)  -0.0069
H (-1.61, 4.25, -0.55)  -0.1418
H (-2.70, 1.96, -1.31)  -0.1061
H (-2.96, 2.83, 2.47)  0.0391
H (-4.09, 3.93, 1.48)  0.0374
H (-5.52, 1.72, 1.88)  0.0723
H (-4.94, -0.23, 0.21)  0.0398
H (-3.05, 0.11, 0.58)  0.0397
C (4.54, -1.81, -1.25)  -0.1189
C (3.20, -2.33, -1.76)  -0.2773
C (2.03, -1.93, -0.85)  -0.1859
C (2.23, -2.51, 0.52)  -0.2158
N (2.39, -2.96, 1.61)  0.1184
H (4.79, -2.23, -0.27)  0.0678
H (5.34, -2.09, -1.94)  0.0670
H (4.53, -0.72, -1.16)  0.0794
H (3.25, -3.42, -1.84)  0.1071
H (3.02, -1.93, -2.76)  0.1069
H (1.09, -2.31, -1.26)  0.1170
H (1.95, -0.84, -0.78)  0.1065

---

The lowest Kohn-Sham gap belongs to which entry?
C28H43IN6O4P3S